No. 1
7
Properties=species:S:1:pos:R:3:forces:R:3:mulliken_charge:R:1 method="wB97M-V/def2-TZVPD" relative_energy_ev=2.274 multiplicity=1 total_energy_ev=-15677.5606 homo_energy_ev=-9.01
C -0.943218 0.010183 -0.235686 0.686 2.137 0.974 -0.3128
C 0.754988 0.213257 0.664299 -2.525 -1.636 -0.043 -0.3509
C 0.315566 0.623234 -0.514658 -0.564 -1.727 1.844 -0.1993
Cl -2.325250 1.093913 0.307632 1.103 -0.959 -0.407 -0.1850
H -1.298262 -0.978751 -0.444786 0.249 -0.264 0.019 0.3841
H 0.412814 -0.557997 1.388882 0.437 0.806 -0.252 0.2766
H 0.878365 1.170517 -1.164753 0.613 1.643 -2.136 0.3873

No. 2
11
Properties=species:S:1:pos:R:3:forces:R:3:mulliken_charge:R:1 method="wB97M-V/def2-TZVPD" smiles="CSC(=O)C(F)(Cl)Cl" relative_energy_ev=0.000 multiplicity=1 total_energy_ev=-43804.3729 homo_energy_ev=-10.03
C -2.130642 0.012562 -0.320039 -0.385 -0.703 1.699 -0.8222
C 0.424101 -0.112291 0.347015 0.632 0.458 0.502 0.2962
C 1.990900 0.020280 0.134014 0.004 0.176 -0.244 0.4796
H -2.360513 0.239270 0.748136 0.023 -0.402 -0.811 0.2738
H -2.866429 0.492028 -0.920848 -0.640 0.312 -0.543 0.3493
H -2.163906 -1.091952 -0.482446 0.361 0.974 0.036 0.2807
O 0.036190 -0.757901 1.277333 0.065 -0.302 -0.365 -0.4566
F 2.567123 -0.524180 1.203244 0.187 -0.308 0.035 -0.1694
S -0.602468 0.828896 -0.701218 0.624 -0.178 -0.770 0.0240
Cl 2.541515 1.713621 0.059141 -0.423 -0.122 -0.048 -0.1321
Cl 2.564130 -0.820337 -1.344328 -0.447 0.096 0.508 -0.1233

No. 3
9
Properties=species:S:1:pos:R:3:forces:R:3:mulliken_charge:R:1 method="wB97M-V/def2-TZVPD" relative_energy_ev=3.880 multiplicity=1 total_energy_ev=-29690.3523 homo_energy_ev="-7.48 / -7.48"
C -0.961980 -0.166786 -0.368061 -0.727 1.900 -0.403 0.3422
C -0.037576 -1.147825 0.113624 -0.001 2.703 4.289 -0.1453
C 0.992988 -0.063689 0.394230 1.201 0.973 -0.358 -0.2362
N -1.415482 0.895081 -0.705492 -0.975 -2.204 0.262 -0.4085
Cl 0.759404 1.225300 1.570072 -0.550 -0.793 0.062 -0.1645
Cl 1.762364 0.784525 -1.013694 -0.574 -1.055 0.385 -0.1839
H -0.237076 -1.662283 1.110645 -0.352 0.529 -1.694 0.2321
H 0.326155 -1.709376 -0.627100 1.188 -2.604 -2.652 0.2785
H -1.188797 1.845053 -0.474224 0.791 0.552 0.107 0.2856

No. 4
9
Properties=species:S:1:pos:R:3:forces:R:3:mulliken_charge:R:1 method="wB97M-V/def2-TZVPD" relative_energy_ev=3.289 multiplicity=1 total_energy_ev=-40723.0197 homo_energy_ev=-10.41
C 0.120487 0.616931 -0.571974 0.152 -0.761 -1.067 -0.4024
C -1.017632 0.295494 -0.371328 0.105 1.453 0.823 -0.2061
C -2.353877 0.015367 0.101141 -0.565 -0.574 -0.465 0.2259
Cl -0.037496 3.205399 1.066438 2.300 -3.311 2.446 -0.3010
Cl -2.130761 -1.483284 1.017284 -0.517 -0.630 0.487 -0.1431
Cl -3.323166 -0.280220 -1.411750 -0.143 0.103 0.589 -0.1586
H 0.757867 1.918856 1.848238 -2.300 3.656 -2.232 0.2927
H 1.087027 0.698644 -1.030815 -0.171 0.262 0.416 0.3903
H -2.958475 0.684721 0.771316 1.139 -0.198 -0.995 0.3023

No. 5
10
Properties=species:S:1:pos:R:3:forces:R:3:mulliken_charge:R:1 method="wB97M-V/def2-TZVPD" smiles="NC(=S)/C=C(/F)Cl" relative_energy_ev=0.323 multiplicity=1 total_energy_ev=-30723.6830 homo_energy_ev=-8.62
C 1.034616 -0.032146 -0.039196 2.813 -1.925 -0.331 0.2894
C 0.031955 0.932537 -0.062011 -0.877 2.955 -0.184 -0.3324
C -1.253252 0.709500 -0.177121 -1.888 -0.328 1.362 0.4423
H -0.345646 -1.713257 0.118594 1.344 1.204 -0.208 0.1476
H 1.315171 -1.960190 0.313143 0.514 -0.326 -0.291 0.2382
H 0.212806 2.033760 0.065426 0.365 -1.361 -0.270 0.3021
N 0.614079 -1.331546 -0.022255 0.091 -0.561 0.622 -0.3639
F -2.095080 1.714202 0.019923 -0.237 0.614 -0.503 -0.2081
S 2.699002 0.379707 -0.105598 -2.073 -0.497 0.284 -0.3057
Cl -2.213649 -0.732565 -0.110905 -0.054 0.223 -0.480 -0.2095

No. 6
10
Properties=species:S:1:pos:R:3:forces:R:3:mulliken_charge:R:1 method="wB97M-V/def2-TZVPD" relative_energy_ev=0.000 multiplicity=1 total_energy_ev=-33930.1651 homo_energy_ev=-9.52
C 1.266002 0.414935 0.538367 -0.858 0.476 -0.302 0.6029
C -1.058020 0.223461 -0.565151 -0.290 2.726 2.757 -1.3551
C -0.015647 -0.373255 0.305440 1.173 -1.343 0.240 -0.4316
O 1.674838 0.808987 1.560247 0.146 -0.060 2.039 -0.3830
Cl 2.146266 0.931409 -0.848666 0.282 0.223 -1.531 -0.1318
I 0.781340 -2.139579 -0.818429 -0.418 0.169 0.475 0.1853
I -0.838918 -1.007103 2.172388 0.109 0.075 -0.138 0.2213
H -1.738538 -0.501371 -0.773977 -2.274 -1.935 -0.467 0.4789
H -0.637012 0.498660 -1.446023 1.327 1.007 -2.768 0.4605
H -1.580311 1.143855 -0.124196 0.801 -1.338 -0.304 0.3526